49
Properties=species:S:1:pos:R:3:forces:R:3 method="wB97M-V/def2-TZVPD" multiplicity=1 total_charge=+2 orbital_gap_ev=6.810 energy_ha=-1605.649501 de_lowest_ev=0.000
Pt 0.49828 1.63520 -1.44524 0.19 -0.60 -0.53
N 1.70970 0.16033 -2.23196 0.10 0.09 -0.05
C 1.63201 -1.18989 -1.67586 -0.14 0.08 0.05
C 2.80951 -1.83933 -1.35511 -0.01 -0.08 0.00
C 2.75397 -3.13741 -0.86807 -0.02 0.04 0.02
C 1.52128 -3.75513 -0.70972 -0.02 0.01 0.00
C 0.35123 -3.08317 -1.03331 0.00 0.03 -0.01
C 0.37826 -1.77868 -1.53060 0.10 -0.03 0.09
C -0.86858 -1.06301 -1.88819 -0.02 0.04 -0.09
C -1.96143 -1.78489 -2.38616 0.07 -0.02 0.00
C -3.15082 -1.16532 -2.72166 -0.03 -0.03 -0.03
C -3.28407 0.20715 -2.58883 -0.01 0.09 0.01
C -2.22149 0.96428 -2.11077 -0.08 -0.08 -0.14
C -1.03894 0.31838 -1.79018 0.15 -0.03 0.34
H 2.68194 0.46571 -2.19574 -0.01 0.03 0.01
H 1.47992 0.11096 -3.22844 -0.05 0.05 0.00
H 3.76767 -1.35397 -1.50561 -0.01 0.01 0.01
H 3.66719 -3.66116 -0.62158 0.00 0.00 0.00
H 1.46793 -4.76754 -0.33304 0.00 0.01 0.00
H -0.60031 -3.57704 -0.88834 0.00 0.00 0.01
H -1.85730 -2.85094 -2.53935 0.00 0.00 0.01
H -3.97310 -1.75525 -3.10277 0.00 0.00 0.00
H -4.20988 0.70029 -2.85322 0.01 0.00 -0.01
H -2.33431 2.03458 -2.00655 -0.01 -0.03 0.03
C 1.86266 3.18309 1.99031 0.00 0.00 -0.03
C 0.43057 2.69359 2.15298 -0.07 -0.09 0.03
Sb -0.00694 0.96065 1.00823 -0.24 -0.40 -0.01
C 1.27330 -0.60811 1.65033 0.12 0.10 0.04
C 1.05085 -0.87328 3.13982 -0.05 0.05 0.03
C -2.02445 0.34541 1.23727 -0.10 0.10 0.10
C -2.53622 0.54949 2.66159 0.06 0.02 0.03
H 2.03454 4.02520 2.65983 0.00 0.00 0.00
H 2.06069 3.52996 0.97456 0.01 0.00 0.00
H 2.59309 2.41311 2.24176 0.00 0.00 0.00
H -0.31546 3.43698 1.87968 0.02 0.01 0.00
H 0.21703 2.35883 3.17218 0.04 0.06 0.01
H 2.30124 -0.31293 1.44146 -0.01 0.03 -0.03
H 1.03442 -1.47274 1.04011 -0.01 -0.11 -0.06
H 1.24813 0.00547 3.75556 0.01 -0.01 0.00
H 1.73496 -1.65625 3.46736 0.00 0.00 -0.01
H 0.03804 -1.21978 3.34575 0.01 -0.01 0.00
H -2.05189 -0.69736 0.91826 0.02 0.00 0.00
H -2.59177 0.93186 0.51621 0.01 -0.01 0.03
H -1.96917 -0.01799 3.39909 -0.01 0.00 0.00
H -3.57139 0.21367 2.71954 0.00 -0.01 -0.01
H -2.52049 1.60074 2.95025 0.00 0.00 0.00
S 1.24562 3.78492 -2.55528 -0.02 0.24 0.24
C 0.02176 3.73057 -1.45636 -0.02 -0.03 -0.20
N -0.77778 3.26076 -0.70019 0.02 0.50 0.08

---

51
Properties=species:S:1:pos:R:3:forces:R:3 method="wB97M-V/def2-TZVPD" multiplicity=1 total_charge=0 orbital_gap_ev=7.884 smiles="COCCCn1c(=O)c2ccccc2n(CC(=O)NC2CCCC2)c1=O" energy_ha=-1203.710443 de_lowest_ev=16.964
C 3.33696 2.79531 2.36867 -1.63 2.75 -10.44
O 3.29752 1.82136 1.14083 0.27 1.58 5.39
C 4.09969 2.35474 0.16137 1.32 0.02 -0.11
C 3.77128 1.54514 -1.01676 10.08 -6.54 4.11
C 2.60710 1.67352 -1.58390 -7.45 4.27 -5.07
N 1.54732 1.52517 -0.51084 0.79 2.37 -4.79
C 0.90513 2.66566 -0.03478 6.37 3.68 -3.15
O 1.42574 3.75680 -0.41244 -1.92 -1.91 0.67
C 0.04083 2.44046 0.96487 -2.01 2.54 -1.41
C -0.73673 3.62279 1.28956 -0.20 -9.70 3.62
C -1.62890 3.29341 2.27306 -3.20 7.32 1.40
C -2.23503 2.18878 2.68947 13.01 -4.67 -10.28
C -1.30943 1.06682 2.04249 -4.05 -3.16 4.63
C -0.18134 1.09980 1.14865 -9.58 7.93 8.48
N 0.27326 0.07080 0.71756 6.82 -8.13 -6.48
C 0.27974 -1.33387 1.22095 -4.09 1.17 1.95
C -1.05477 -2.06051 0.55572 -1.25 0.77 2.83
O -2.17453 -2.15456 1.31682 5.85 -0.10 -4.94
N -0.69539 -2.38268 -0.81316 -4.51 0.87 7.67
C -1.73914 -3.00150 -1.50749 2.07 -0.77 -6.28
C -3.07028 -2.08131 -1.84251 1.32 -6.44 7.46
C -3.98520 -3.26773 -2.35510 -3.50 3.84 4.25
C -3.43273 -4.55025 -1.94750 4.11 -4.03 -2.24
C -2.10154 -4.46537 -0.89536 -3.36 4.94 -11.48
C 1.19342 0.29118 -0.44277 -1.57 -3.76 4.03
O 1.68986 -0.67904 -0.98149 -0.28 -0.16 -0.73
H 4.24257 2.89669 2.69916 5.68 0.54 1.34
H 2.82269 2.51622 3.10752 -4.86 -2.75 5.25
H 2.96242 3.84220 1.91895 0.69 -2.27 1.20
H 3.73569 3.33395 -0.03780 0.22 1.45 -0.15
H 5.23102 2.35635 0.35600 -1.47 -0.04 0.11
H 3.87637 0.30360 -0.63510 -0.19 3.25 -0.65
H 4.64769 1.52795 -1.64881 -0.06 0.39 -0.88
H 2.41859 0.95669 -2.35681 -0.28 -0.46 -0.22
H 2.63470 2.72327 -2.17362 -1.12 -1.98 1.67
H -0.40013 4.43615 0.90586 1.61 5.48 -1.90
H -2.11019 4.15645 2.79182 0.31 0.19 -0.67
H -2.86557 2.01046 3.32103 -6.95 -1.85 6.84
H -1.53946 -0.04494 2.52566 0.25 2.86 -1.67
H 0.16486 -1.27011 2.44210 0.64 -0.57 -3.35
H 1.13194 -1.75156 0.74257 0.94 -0.57 0.50
H 0.19225 -2.02686 -0.93220 2.27 0.51 -1.87
H -1.15548 -3.09452 -2.64743 -1.82 -0.54 2.75
H -3.14494 -1.89151 -0.61496 -1.20 0.30 -3.29
H -2.86623 -1.23929 -2.34409 0.56 2.80 -2.15
H -4.17833 -3.02356 -3.35693 -0.29 -0.63 -1.55
H -5.04063 -3.20846 -1.75809 2.07 0.39 -1.64
H -4.00602 -5.37622 -1.61004 -1.53 0.00 0.58
H -3.14707 -5.03312 -3.04999 0.40 0.78 2.83
H -1.39524 -5.10124 -1.16203 3.06 -2.98 -0.61
H -2.33431 -4.23348 -0.02870 -2.31 1.02 8.46